1.
{
  "formula": "C2H2BrO3S",
  "method": "wB97M-V/def2-TZVPD",
  "e_above_lowest_kcal_mol": 70.9,
  "orbital_gap_ha": 0.255,
  "lumo_ha": 0.128,
  "energy_ha": -3275.2899,
  "charge": -1,
  "multiplicity": 1,
  "elements": ["Br", "S", "O", "O", "O", "C", "C", "H", "H"],
  "xyz": [[1.418, 2.323, 1.207], [-0.738, 1.088, 0.171], [-0.242, -1.718, -0.005], [-0.717, 0.004, -1.370], [-1.823, 0.566, 0.993], [0.896, 0.526, 0.572], [-0.140, -1.120, -1.029], [0.290, -1.471, -2.057], [1.057, -0.197, 1.518]]
}

2.
{
  "formula": "C3HBrO4S",
  "method": "wB97M-V/def2-TZVPD",
  "e_above_lowest_kcal_mol": 8.7,
  "orbital_gap_ha": [0.186, 0.172],
  "lumo_ha": [0.202, 0.155],
  "energy_ha": -3387.9810,
  "charge": -2,
  "multiplicity": 3,
  "elements": ["Br", "S", "O", "O", "O", "O", "C", "C", "C", "H"],
  "xyz": [[1.761, -0.850, 0.810], [-1.482, -1.033, 2.069], [-1.243, 1.588, -0.602], [-0.081, -1.783, -2.063], [0.653, 1.924, 0.554], [0.902, 0.232, -2.090], [-0.194, 1.267, -0.041], [0.168, -0.309, -0.100], [0.307, -0.720, -1.586], [-0.793, -0.314, 3.050]]
}

3.
{
  "formula": "H48O24",
  "method": "wB97M-V/def2-TZVPD",
  "e_above_lowest_kcal_mol": 25.7,
  "orbital_gap_ha": 0.396,
  "lumo_ha": -0.005,
  "energy_ha": -1834.6355,
  "multiplicity": 1,
  "elements": ["O", "O", "O", "O", "O", "O", "O", "O", "O", "O", "O", "O", "O", "O", "O", "O", "O", "O", "O", "O", "O", "O", "O", "O", "H", "H", "H", "H", "H", "H", "H", "H", "H", "H", "H", "H", "H", "H", "H", "H", "H", "H", "H", "H", "H", "H", "H", "H", "H", "H", "H", "H", "H", "H", "H", "H", "H", "H", "H", "H", "H", "H", "H", "H", "H", "H", "H", "H", "H", "H", "H", "H"],
  "xyz": [[2.972, -1.408, 1.858], [-6.575, -0.278, 0.566], [5.692, -3.136, -1.067], [-2.836, -4.562, 1.163], [2.848, 4.339, -1.026], [-1.350, 0.500, 0.966], [-1.544, 0.182, -1.705], [2.962, 0.628, -0.315], [0.776, 0.118, 3.129], [0.058, -3.033, 1.648], [-4.815, -2.455, -0.087], [-3.353, -0.911, 2.037], [1.694, -1.486, -2.144], [-0.586, -2.313, -0.881], [-3.279, -2.160, -2.509], [-0.656, 4.338, -0.044], [0.690, 2.226, -1.234], [4.982, 0.183, 3.653], [-2.618, 2.975, 0.687], [4.578, 1.919, -2.320], [2.849, -3.305, -0.230], [-4.464, 1.003, -0.531], [2.045, 0.986, -3.685], [1.250, 5.821, 1.530], [-0.904, -3.296, 1.806], [0.076, -2.162, 2.093], [0.826, 0.669, 3.917], [-7.481, 0.044, 0.468], [-0.300, -2.613, -0.010], [2.637, 3.673, -1.682], [-1.636, 1.442, 1.141], [-3.290, -1.417, 2.809], [3.174, -0.710, 1.130], [1.387, 1.196, -3.013], [2.031, 5.481, 1.092], [5.072, -0.334, 4.442], [-1.502, -0.784, -1.573], [0.001, 1.532, -1.155], [4.906, -3.076, -1.583], [0.906, 5.042, 2.034], [4.311, 1.600, -3.213], [2.619, -0.080, -0.895], [-3.340, -3.929, 0.607], [4.668, -0.363, 2.994], [-3.441, -5.287, 1.208], [5.346, -3.545, -0.243], [2.328, -0.933, 2.380], [-4.320, -1.966, 0.560], [2.397, -1.865, -1.560], [-0.220, 5.196, -0.085], [3.775, 4.307, -1.003], [-2.428, -0.630, 1.849], [-0.143, 3.683, -0.563], [-1.294, -2.797, -1.390], [-2.491, 0.409, -1.983], [0.435, 0.692, 2.414], [3.509, 1.223, -0.919], [0.846, -1.679, -1.689], [2.098, 0.047, -3.603], [2.798, -2.775, 0.592], [-1.393, 0.361, -0.009], [-6.042, 0.288, -0.044], [-1.850, 3.452, 0.282], [-4.077, 0.491, 0.223], [-4.075, 1.841, -0.265], [-3.851, -2.517, -1.815], [-2.707, 3.606, 1.404], [-3.837, -1.644, -3.147], [5.507, 2.014, -2.408], [-5.729, -2.120, -0.055], [1.370, 1.798, -0.655], [2.009, -3.741, -0.343]]
}

4.
{
  "formula": "C21H16Br4N2O7S2W",
  "method": "wB97M-V/def2-TZVPD",
  "e_above_lowest_kcal_mol": 9.0,
  "orbital_gap_ha": [0.204, 0.193],
  "lumo_ha": [0.080, 0.080],
  "energy_ha": -12605.6677,
  "charge": -1,
  "multiplicity": 2,
  "elements": ["W", "Br", "Br", "Br", "Br", "S", "S", "O", "O", "O", "O", "O", "O", "O", "N", "N", "C", "C", "C", "C", "C", "C", "C", "C", "C", "C", "C", "C", "C", "C", "C", "C", "C", "C", "C", "C", "C", "H", "H", "H", "H", "H", "H", "H", "H", "H", "H", "H", "H", "H", "H", "H", "H"],
  "xyz": [[-0.147, 0.414, -2.907], [-3.689, -5.426, -4.000], [-0.659, -4.265, -4.760], [-5.924, -3.370, -2.703], [-5.072, -0.190, -2.149], [0.682, 1.987, -4.574], [2.338, -0.846, 3.587], [-0.023, 1.776, -1.181], [-0.416, -1.314, -4.004], [1.886, 0.413, -2.454], [2.588, -2.190, 3.168], [3.118, -0.251, 4.634], [-2.202, 0.311, -3.007], [-0.469, -0.357, -0.850], [2.541, 0.140, 2.275], [2.568, 1.545, -2.742], [-2.572, -0.936, -3.174], [4.060, 3.780, -3.306], [-3.845, -1.420, -2.891], [-4.189, -2.753, -3.129], [4.459, 2.898, -2.299], [-1.604, -1.826, -3.739], [-1.969, -3.141, -3.990], [0.619, -0.721, 4.012], [2.919, 3.498, -4.021], [-1.627, -1.483, 3.725], [3.700, 1.787, -2.055], [-0.053, 0.755, -0.427], [0.176, 0.382, 4.725], [-3.249, -3.617, -3.680], [1.742, -0.071, 1.065], [2.143, 2.369, -3.739], [-0.267, -1.666, 3.522], [-2.100, -0.370, 4.413], [-1.183, 0.551, 4.923], [0.507, 0.839, 0.974], [-3.576, -0.153, 4.610], [2.633, 1.107, 2.561], [-1.543, 1.411, 5.474], [2.577, 4.149, -4.813], [-2.328, -2.206, 3.327], [3.951, 1.038, -1.319], [0.899, 1.088, 5.113], [4.640, 4.667, -3.522], [5.352, 3.068, -1.715], [-3.863, 0.838, 4.255], [-4.157, -0.894, 4.065], [0.116, -2.519, 2.977], [0.786, 1.874, 1.178], [-3.838, -0.214, 5.668], [1.460, -1.123, 1.033], [2.369, 0.113, 0.193], [-0.266, 0.524, 1.673]]
}

5.
{
  "formula": "C4H13NO",
  "method": "wB97M-V/def2-TZVPD",
  "e_above_lowest_kcal_mol": 19.5,
  "orbital_gap_ha": 0.358,
  "lumo_ha": 0.027,
  "energy_ha": -290.1658,
  "smiles": "CCNCC.O",
  "multiplicity": 1,
  "elements": ["O", "N", "C", "C", "C", "C", "H", "H", "H", "H", "H", "H", "H", "H", "H", "H", "H", "H", "H"],
  "xyz": [[-0.915, 2.000, -8.248], [-1.324, 1.032, -1.857], [-1.691, 0.935, -3.268], [0.000, 0.000, 0.000], [-0.425, -0.008, -1.471], [-2.667, 1.997, -3.571], [-3.638, 1.851, -3.067], [-0.664, 1.814, -1.758], [-2.215, -0.016, -3.484], [0.468, 0.138, -2.108], [-0.489, 1.607, -7.452], [0.518, -0.953, 0.198], [-0.506, 1.526, -9.007], [-0.762, 0.952, -3.869], [0.667, 0.830, 0.289], [-2.247, 2.966, -3.253], [-2.838, 2.028, -4.660], [-0.908, 0.044, 0.625], [-0.858, -0.996, -1.719]]
}

6.
{
  "formula": "C2H6B2",
  "method": "wB97M-V/def2-TZVPD",
  "e_above_lowest_kcal_mol": 29.2,
  "orbital_gap_ha": 0.366,
  "lumo_ha": -0.015,
  "energy_ha": -129.3451,
  "smiles": "BC#C.B",
  "multiplicity": 1,
  "elements": ["C", "C", "B", "B", "H", "H", "H", "H", "H", "H"],
  "xyz": [[1.579, -0.296, -0.013], [0.863, -1.268, -0.021], [2.510, 0.874, 0.018], [-2.729, 0.042, -0.008], [0.236, -2.114, -0.013], [-3.314, 0.237, 0.978], [-2.081, -0.916, -0.136], [2.134, 1.905, 0.419], [3.615, 0.729, -0.340], [-2.812, 0.807, -0.883]]
}

Number 1 is which compound?
C2H2BrO3S

Among the records above, which one has the highest multiplicity?
C3HBrO4S

Copy entry 2 word for word.
{
  "formula": "C3HBrO4S",
  "method": "wB97M-V/def2-TZVPD",
  "e_above_lowest_kcal_mol": 8.7,
  "orbital_gap_ha": [0.186, 0.172],
  "lumo_ha": [0.202, 0.155],
  "energy_ha": -3387.9810,
  "charge": -2,
  "multiplicity": 3,
  "elements": ["Br", "S", "O", "O", "O", "O", "C", "C", "C", "H"],
  "xyz": [[1.761, -0.850, 0.810], [-1.482, -1.033, 2.069], [-1.243, 1.588, -0.602], [-0.081, -1.783, -2.063], [0.653, 1.924, 0.554], [0.902, 0.232, -2.090], [-0.194, 1.267, -0.041], [0.168, -0.309, -0.100], [0.307, -0.720, -1.586], [-0.793, -0.314, 3.050]]
}